115
Properties=species:S:1:pos:R:3:forces:R:3 method="wB97M-V/def2-TZVPD" e_homo_ha="-0.2862 / -0.2848" s_squared=0.758 multiplicity=2 e_lumo_ev="-0.21 / -1.22" max_force_ev_per_a=0.546
C 3.23084 -2.84149 1.71114 0.0 0.0 0.0
O 1.09642 -2.07847 1.49230 -0.2 0.0 -0.1
H -0.86648 3.33264 2.06238 0.0 0.0 0.0
C 2.72819 5.45833 -1.97222 0.0 0.0 0.0
C 0.21484 2.47762 0.39909 0.0 0.0 0.0
C -2.42225 -3.85075 4.84382 0.0 0.0 0.1
N -3.52453 2.73107 3.29310 0.1 0.0 0.0
H 2.63985 -2.96829 -2.83674 0.0 0.0 0.0
H -0.74466 -2.24385 3.25396 0.0 0.0 0.0
C -0.05256 -3.93286 -6.53550 0.0 0.0 0.0
C -1.06401 0.56163 4.67492 -0.1 0.0 0.0
C -4.16318 -0.61973 -1.75904 0.0 0.0 0.0
C 4.24640 -3.70435 1.40878 0.0 0.0 0.0
C -3.47860 -4.55807 5.40509 0.0 0.0 0.0
C -3.17749 -4.23285 2.47781 -0.1 0.1 -0.1
C -0.24274 -1.40931 -3.69921 0.0 0.0 0.0
H 0.97963 3.04941 3.65262 0.0 0.0 0.0
H -0.92993 -3.52297 -7.03381 0.0 0.0 0.0
C 3.71978 1.21987 0.45449 0.0 0.0 0.0
H 2.07173 4.30756 -0.31914 0.0 0.0 0.0
N -1.75968 -2.84309 1.49755 0.2 0.0 -0.2
C 4.71824 1.01804 1.36416 0.0 0.0 0.0
H 3.13720 4.35159 -5.15397 0.0 0.0 0.0
H 5.33563 1.18869 3.43142 0.0 0.0 0.0
C -1.46361 4.22722 -0.85690 0.0 0.0 0.0
C 0.90137 -1.74118 -2.99421 0.0 0.0 0.0
H 5.20369 -3.58599 1.89344 0.0 0.0 0.0
H 3.86754 0.93215 -0.57699 0.0 0.0 0.0
C -0.98333 4.75165 -2.04555 0.0 0.0 0.0
N -0.96457 -0.19540 1.32435 -0.1 0.1 0.0
H -1.03623 8.78877 -2.24596 0.0 0.0 0.0
C 2.47479 1.76589 0.85695 0.0 0.0 0.0
H 5.65780 0.58822 1.04060 0.0 0.0 0.0
C -3.07368 -0.77935 -0.91104 -0.1 0.0 -0.1
C -2.09391 5.03172 0.08039 0.0 0.0 0.0
H -0.88817 -0.60501 -3.36088 0.0 0.0 0.0
C 2.40500 1.93539 -4.24618 0.0 0.0 0.0
C -2.52912 -4.23354 7.58974 0.0 0.0 0.0
C -2.79625 -3.72183 1.28325 0.0 0.0 0.1
H -0.26101 -4.97561 -6.28960 0.0 0.0 0.0
C -1.51573 -2.82984 2.78537 -0.1 0.1 0.1
H 2.08579 -4.24977 -4.90223 0.0 0.0 0.0
N -2.36609 -3.65305 3.43669 0.0 0.0 0.0
H 0.77654 -3.92397 -7.24466 0.0 0.0 0.0
H -0.71486 6.53181 -3.19819 0.0 0.0 0.0
C -1.42347 -3.32891 5.65595 0.1 0.0 0.0
C 3.35607 1.90483 3.13504 0.0 0.0 0.0
C 1.39691 1.96711 -0.06638 0.1 0.0 0.0
C 4.01642 -4.70689 0.46468 0.0 0.0 0.0
H -2.78528 8.62806 -2.12384 0.0 0.0 0.0
H -1.43102 -1.86890 -5.41329 0.0 0.0 0.0
C -1.48095 -3.51428 7.02455 0.0 0.0 0.0
C -2.19375 6.39401 -0.16264 0.0 0.0 0.0
H 3.20206 2.17512 4.17259 0.0 0.0 0.0
N 2.02415 -2.95518 1.12003 0.1 -0.2 0.0
H 4.80176 -5.40189 0.20063 0.0 0.0 0.0
H 3.34643 6.40735 -3.81519 0.0 0.0 0.0
C 3.02096 5.48465 -3.35205 0.0 0.0 0.0
H 2.57714 -5.54286 -0.88985 0.0 0.0 0.0
C 0.28631 -3.14948 -5.29640 0.0 0.0 0.0
C -0.53774 -2.11837 -4.85356 0.0 0.0 0.0
C -2.17348 -1.84456 -1.05815 0.0 0.4 0.1
S 1.31903 -0.84018 -1.51338 -0.4 -0.4 0.0
H -3.94198 -4.94753 2.71196 0.0 0.0 0.0
C 4.53570 1.35720 2.72179 0.0 0.0 0.0
H -0.70807 -3.09620 7.65403 0.0 0.0 0.0
H -3.75186 -3.38740 -3.65498 0.0 0.0 0.0
H 2.66871 1.95000 -5.29663 0.0 0.0 0.0
H 3.30167 -2.01550 2.40288 0.0 0.0 0.0
H -0.53844 4.09100 -2.77881 0.0 0.0 0.0
C 1.43218 -3.45392 -4.56380 0.0 0.0 0.0
C 2.90286 4.34738 -4.09624 0.0 0.0 0.0
H -4.27425 -4.95074 4.79093 0.0 0.0 0.0
C 2.01896 0.77386 -3.65545 0.0 0.0 -0.1
C 1.70455 1.88657 -1.52399 0.0 0.0 0.0
H -5.27277 -1.44355 -3.40441 0.0 0.0 0.0
C -2.74493 1.88843 3.42146 -0.1 0.1 0.0
C 2.15824 3.10797 -2.12370 0.0 0.0 0.0
H -2.67789 7.02926 0.56948 0.0 0.0 0.0
O -1.08621 1.79872 -1.85178 0.0 0.0 0.0
C -2.58455 -4.43999 9.01128 0.0 0.0 0.0
H 2.83169 6.36091 -1.38429 0.0 0.0 0.0
N -0.47821 0.28090 5.62989 0.1 -0.1 0.0
O 2.62913 -1.33472 -1.02965 0.0 0.0 0.0
H -3.18939 -3.90520 0.30042 0.0 0.0 0.0
C -1.84304 8.42364 -1.61089 0.0 0.0 0.0
Ru -0.54913 -1.87214 0.16675 0.5 0.0 0.1
C -1.69683 6.95149 -1.33729 0.0 0.0 0.0
C -1.33173 0.30002 2.30516 -0.1 -0.2 -0.1
H -1.84004 8.99937 -0.68577 0.0 0.0 0.0
H -4.81897 0.23330 -1.63253 0.0 0.0 0.0
C -1.09766 6.11219 -2.27483 0.0 0.0 0.0
C 1.74918 -2.75045 -3.41339 0.0 0.0 0.0
C 2.30490 4.30667 -1.37487 0.0 0.0 0.0
H -2.92330 -0.04668 -0.12941 0.0 0.0 0.0
C -1.77496 0.86460 3.49130 0.2 0.0 0.0
H 1.98335 -0.13273 -4.23923 0.0 0.0 0.0
S 0.20990 -3.94972 -0.57788 0.1 0.1 0.0
S -1.32605 2.46747 -0.54712 0.0 0.0 0.0
H -1.79879 -3.62288 -2.22652 0.0 0.0 0.0
C -3.52822 -4.75363 6.77237 0.0 0.0 0.0
C 1.09663 2.74667 2.61887 0.0 0.0 0.0
C 1.65432 0.75345 -2.28855 0.0 0.1 0.1
C 1.76330 -3.89213 0.17690 -0.1 0.0 0.1
C -4.41579 -1.55438 -2.75194 0.0 0.0 0.0
C -2.45701 -2.77585 -2.06308 0.0 -0.1 0.0
H -2.50889 4.60749 0.98919 0.0 0.0 0.0
H -0.59591 -2.76742 5.24552 0.0 0.0 0.0
N -2.63146 -4.61381 10.14570 0.0 0.0 0.0
C 2.48469 3.13314 -3.49973 0.0 0.0 0.1
H -4.34812 -5.30496 7.21079 0.0 0.0 0.0
C 2.30595 2.13263 2.21366 0.0 0.0 0.0
C -3.56391 -2.64256 -2.88994 0.0 0.0 0.0
C 2.78750 -4.79331 -0.14004 0.0 0.0 0.0
C 0.07478 2.90477 1.73625 -0.1 0.0 0.1

***

118
Properties=species:S:1:pos:R:3:forces:R:3 method="wB97M-V/def2-TZVPD" e_homo_ha="-0.0536 / -0.0709" multiplicity=1 e_lumo_ev="3.41 / 3.40" max_force_ev_per_a=0.676 charge=-2
C 1.44393 -4.78076 3.08026 0.0 0.0 0.0
C -1.52654 -5.39321 -4.74766 0.0 0.0 0.0
C -0.62589 9.31367 -3.43034 0.0 0.0 0.0
C -6.14780 1.05335 2.85844 0.0 0.0 0.0
H 1.29988 -6.50348 7.77231 0.0 0.0 0.0
O 8.67078 -0.68510 -3.07784 -0.1 0.0 0.0
C -0.76192 -4.80583 -3.75206 0.0 0.0 0.0
H -0.00954 5.85686 -0.08965 0.0 0.0 0.0
H 6.46923 -1.57219 -3.95676 0.0 0.0 0.0
N -0.43567 -0.46931 2.37187 0.1 0.1 0.2
C -0.08213 -2.78717 -2.47833 -0.1 0.1 -0.2
H -0.08420 -5.40417 -3.15751 0.0 0.0 0.0
N 1.57498 1.39607 -0.71185 0.1 0.0 0.2
O 2.05058 -6.97850 5.89683 0.0 0.1 -0.1
H -1.80993 -1.59783 -4.04271 0.0 0.0 0.0
C 6.34991 -1.02735 -3.03047 0.0 0.1 0.1
C -1.10367 -1.93229 4.00954 0.0 -0.1 0.0
C 3.23708 -0.92034 0.33795 -0.1 0.0 -0.1
C 1.35154 -3.51459 3.66439 0.0 0.0 0.0
H -5.05980 1.29488 -2.45696 0.0 -0.1 0.0
H -0.26890 3.59455 -3.68851 0.0 0.0 0.0
H -2.49774 4.55822 -0.53913 0.0 0.0 0.0
C -4.84622 0.42014 -3.06938 0.0 0.0 -0.1
N -0.87428 1.94888 0.74904 0.1 0.1 0.1
O -0.47129 8.07229 -4.07026 0.0 -0.1 0.0
C 7.47606 -0.47824 -2.42373 0.1 0.0 0.0
H 3.05398 -6.27596 7.57286 0.0 0.0 0.0
H -3.02161 1.92704 4.91995 0.0 0.0 0.0
C -2.39495 -4.61570 -5.49864 -0.1 0.0 -0.1
Pb -0.01584 -0.28931 -0.09583 -0.6 -0.1 -0.4
N 2.02616 -0.99551 0.95734 0.1 0.1 0.3
C 3.59885 -0.00116 -0.64492 0.1 0.0 0.0
C -0.07772 -1.59056 3.04050 0.0 0.0 0.0
C -0.21366 4.56031 -3.19665 0.0 -0.1 0.0
C -2.65775 1.37677 -3.35764 0.0 0.1 -0.5
O -7.58450 1.65906 4.61326 0.1 0.0 0.0
C -2.49841 -3.24787 -5.24759 0.0 0.0 0.0
C -2.39116 1.02444 2.43422 -0.1 0.0 0.0
C -3.90247 1.67825 4.34037 0.0 0.0 0.0
C -2.17016 3.72195 0.05719 0.0 0.0 -0.1
H -3.82893 3.32245 1.41242 0.0 0.0 0.0
C 0.46769 -2.00707 -1.71645 0.3 -0.1 0.2
C 4.12263 -1.91149 0.90266 0.0 0.0 -0.1
H -1.09460 -2.78918 4.66336 0.0 0.0 0.0
S -1.01645 0.96689 -3.37906 0.0 0.2 0.1
C -0.92224 3.00075 -0.11358 0.0 0.0 0.0
C -2.06752 -0.99415 3.89984 -0.1 0.0 0.0
H -8.83523 2.14889 6.10574 0.0 0.0 0.0
C -2.02248 1.96113 1.45196 -0.1 0.1 -0.1
H 10.66183 -0.42583 -3.13694 0.0 0.0 0.0
H 2.41308 4.03807 -2.52457 0.0 0.0 0.0
H 0.27155 9.59482 -2.86906 0.0 0.0 0.0
S -3.34375 2.91362 -3.53825 0.1 -0.1 0.2
H 10.00358 -0.56939 -1.48953 0.0 0.0 0.0
H -7.29041 1.45949 6.65802 0.0 0.0 0.0
H -1.44825 -6.45565 -4.93680 0.0 0.0 0.0
Se -2.81204 -1.17986 -0.16913 0.1 0.0 0.0
F -4.55424 -5.02067 -6.39811 -0.1 0.1 0.1
C 1.50881 -3.42804 5.03924 0.0 0.0 0.1
C 3.36237 2.16351 -1.90927 0.0 -0.1 0.0
C -0.33521 5.73117 -3.91847 0.0 0.0 0.0
H -2.99378 -0.93778 4.44827 0.0 0.0 0.0
H -0.46496 5.70846 -4.99178 0.0 0.0 0.0
H 1.74347 -6.88860 3.38531 0.0 0.0 0.0
C 1.10362 -2.30875 2.82498 0.0 -0.1 0.1
H 4.35066 2.20190 -2.33760 0.0 0.0 0.0
H 5.14709 -2.07545 0.60865 0.0 0.0 0.0
C 9.83301 -0.15224 -2.48702 -0.1 0.0 0.0
H -5.24630 2.22246 5.91641 0.0 0.0 0.1
H 1.32116 -4.86763 2.00797 0.0 0.0 0.0
H -7.35458 3.13372 6.05587 0.0 0.0 0.0
H -7.03590 0.81232 2.29005 0.0 0.0 0.0
C -7.76194 2.12563 5.92851 0.1 0.0 0.0
C 1.26178 2.60551 -1.24121 0.0 0.1 0.0
C -0.08491 4.59164 -1.80620 0.0 0.0 0.0
O -3.45391 0.28263 -3.29921 0.0 0.0 0.3
H -0.24107 7.94997 -1.34681 0.0 0.1 0.0
C 0.07469 3.33238 -1.02925 0.0 0.0 0.0
C 2.38033 3.09492 -2.00367 0.0 0.0 0.0
H 3.77800 -3.33583 2.52340 0.0 0.0 0.0
C 5.10647 -0.86919 -2.44771 0.0 0.0 0.0
H 4.22825 -1.29460 -2.91749 0.0 0.0 0.0
C 1.74010 -4.55448 5.82698 0.0 -0.1 -0.1
H -5.37564 0.51485 -4.02219 0.0 0.1 0.0
C -1.64141 -0.07165 2.86311 0.1 -0.1 0.0
C -0.23334 7.01238 -1.88154 0.0 -0.1 -0.1
C 2.84895 1.10305 -1.07933 0.0 0.0 -0.1
C -6.29058 1.53034 4.15866 -0.1 0.0 0.1
H -0.79675 10.04673 -4.21640 0.0 0.0 0.0
C 7.34818 0.22768 -1.23435 -0.1 -0.1 -0.1
C -5.16543 1.84547 4.90809 0.0 0.0 -0.1
C -0.10382 5.82148 -1.16912 0.0 0.1 0.0
H -3.18201 -2.63995 -5.82830 0.0 0.0 0.0
F -3.06446 -6.54850 -6.70873 0.1 -0.1 0.0
F -2.96043 -4.69569 -7.80489 0.1 0.1 -0.1
H 8.20314 0.66713 -0.74382 0.1 0.0 0.0
C 2.10683 -1.96272 1.90268 0.0 0.1 -0.1
C 1.82529 -5.80060 5.22076 0.0 0.0 0.1
C 3.42807 -2.55196 1.87080 0.0 -0.1 0.0
C -3.22957 -5.21524 -6.58438 0.1 0.0 0.1
H -1.48026 9.30888 -2.74688 0.0 0.0 0.0
C 1.67868 -5.90973 3.84069 0.0 0.0 0.0
H 1.85549 -4.43768 6.89398 0.0 0.0 0.1
C -0.85117 -3.43607 -3.49513 0.1 0.0 0.1
C -4.88839 0.89247 2.31478 0.0 0.0 0.0
C -1.73801 -2.65913 -4.25746 -0.1 0.0 0.0
C 4.95367 -0.16441 -1.25394 0.0 0.0 0.0
H -5.14447 -0.49409 -2.55734 0.0 0.0 0.0
C 6.08424 0.37526 -0.66456 0.0 0.0 0.0
H 5.97720 0.92680 0.26145 0.0 0.0 0.0
H 2.37164 -7.91741 7.64213 0.0 0.0 0.0
C -0.34471 6.95935 -3.26558 0.0 0.1 0.0
C 2.20023 -6.90107 7.29417 0.0 0.1 0.0
C -2.84935 3.08324 1.03311 0.0 -0.1 0.0
H 1.44851 -2.45451 5.50978 0.0 0.0 0.0
C -3.74192 1.20328 3.05049 0.0 0.0 -0.1
H 9.77990 0.93834 -2.40994 0.0 0.0 0.0
H -4.76896 0.51694 1.30479 0.0 0.0 0.0

***

Among the records above, which one has the lowest multiplicity? C59H43F3N4O5PbS2Se